[1]
12
Properties=species:S:1:pos:R:3 method="wB97M-V/def2-TZVPD" smiles=Cc1occ[n+]1[O-] total_charge=0 spin_multiplicity=1 de_lowest_kj_mol=342.5
C 1.7929 -0.0207 -0.2470
C 1.3552 1.1492 0.1657
C -0.4217 -0.0115 -0.0834
C -1.9468 -0.2252 0.0876
N 0.6528 -0.8422 -0.2921
O 0.6268 -2.0632 -0.5777
O 0.0256 1.2021 0.1928
H 2.7402 -0.5203 -0.2554
H 1.9481 2.1038 0.4835
H -2.6133 0.0875 -0.7971
H -1.9825 -1.3236 0.3660
H -2.1774 0.4642 0.9573



[2]
28
Properties=species:S:1:pos:R:3 method="wB97M-V/def2-TZVPD" total_charge=-1 spin_multiplicity=1 de_lowest_kj_mol=314.3
C -1.8734 -0.8407 0.1540
C -1.6812 -1.3592 1.4821
C -1.9015 -0.2547 2.3853
H -1.5843 -2.4107 1.7842
C -1.9775 0.9661 1.6227
C -2.0058 0.5924 0.2372
H -2.2091 1.2716 -0.5906
H -1.9852 -1.4475 -0.7423
H -2.0173 -0.3531 3.4688
H -2.0571 1.9761 2.0477
Al -0.0241 -0.0155 1.0402
Br 1.1742 -0.8278 -0.7437
C 2.7864 0.6840 -3.8904
C 1.6747 1.4836 -4.3302
C 0.6711 0.5972 -4.8577
H 1.6089 2.5754 -4.2839
C 1.1641 -0.7495 -4.7451
C 2.4704 -0.6958 -4.1455
H 3.1175 -1.5532 -3.9368
H 3.7164 1.0590 -3.4521
H -0.2927 0.8956 -5.2834
H 0.6428 -1.6560 -5.0695
B 0.0039 0.0014 5.7725
C 0.1540 0.0236 4.2895
N 0.4162 0.0372 3.1140
H -0.9919 0.5739 6.2209
H 0.9977 0.5750 6.2283
H 0.0030 -1.1482 6.2236



| no. | E (Eh) | LUMO energy (eV) |
| --- | --- | --- |
| 1 | -360.5390 | 0.823 |
| 2 | -3323.0135 | 1.415 |